# C8H22BBrO12P2

3 unconnected molecules or ions with the total composition C8H22BBrO12P2 in a non-equilibrium geometry (ωB97M-V with the def2-TZVPD basis set, OMol25).

Values from the calculation:
strongest force on any atom: 9.2 eV/A
E: -122522.32732 eV

The geometry in ORCA input format:
```
! RIJCOSX wB97M-V def2-TZVPD def2/J DEFGRID3
* xyz 0 1
C 2.8696 2.4262 0.4468
B 3.5263 1.3696 -0.6770
O 2.5699 0.7210 -1.5989
O 4.9767 1.1001 -0.7506
C 5.2582 -0.3614 -0.6198
O 5.5066 -0.8056 0.6150
O 5.2888 -1.1525 -1.8608
Br 3.9300 -2.3777 -1.9438
H 2.3815 3.3023 -0.1676
H 3.7154 2.7723 1.1855
H 2.0266 1.8653 1.0345
H 1.8671 0.2023 -1.0877
C -2.4167 -0.0572 3.2975
O -1.3942 -0.5128 4.1565
P -0.0123 -1.0161 3.5039
O 0.4101 -0.3107 2.2532
O -0.2034 -2.6091 3.3555
C -1.1433 -3.0806 2.4139
O 1.0172 -0.8955 4.7341
C 2.3893 -1.0883 4.4673
H -3.0464 0.6465 3.8489
H -2.0107 0.4559 2.4223
H -3.0333 -0.9002 2.9771
H -1.2264 -2.4053 1.5580
H -2.1172 -3.1836 2.8961
H -0.8240 -4.0628 2.0565
H 2.9097 -0.1357 4.5949
H 2.5630 -1.4614 3.4537
H 2.7917 -1.8099 5.1825
C -4.2950 -0.4510 -2.4273
O -3.4223 -0.1667 -3.4990
P -1.9795 0.4631 -3.1665
O -1.3584 0.0194 -1.8790
O -2.2025 2.0531 -3.3023
C -3.0138 2.6946 -2.3418
O -1.1331 0.1096 -4.4879
C 0.2556 0.3591 -4.4682
H -4.9724 -1.2529 -2.7336
H -3.7504 -0.7799 -1.5389
H -4.8883 0.4348 -2.1888
H -2.9501 2.1999 -1.3687
H -4.0497 2.6952 -2.6861
H -2.6808 3.7297 -2.2318
H 0.7850 -0.5968 -4.4844
H 0.5595 0.9249 -3.5826
H 0.5263 0.9288 -5.3607
*
```